Molecular formula: C16H13BN2O4
Method: DFT, ωB97M-V/def2-TZVPD

Last column: Mulliken charge in e.
Positions of all 36 atoms, in Å:
O -2.49479 4.00003 2.18981  -0.55
B -1.07578 4.31358 2.38056  0.57
O -0.78933 5.69461 2.35751  -0.61
C 0.00645 3.24030 2.40218  -0.01
C 1.05316 3.34098 3.29671  -0.62
C 1.96000 2.35654 3.35271  -0.53
C 1.99191 1.25413 2.49919  -0.49
C 0.92279 1.10524 1.61364  0.09
N 0.77126 0.01106 0.80190  -0.45
N -0.34794 -0.20412 0.27046  -0.03
C -0.69150 -1.14086 -0.73958  -0.11
C -1.98586 -1.10621 -1.26040  0.49
O -2.98286 -0.27737 -0.77250  -0.53
C -2.28987 -1.89358 -2.34630  -0.52
C -1.35198 -2.74607 -2.97650  0.43
O -1.71912 -3.38476 -4.16341  -0.53
C -0.07631 -2.83535 -2.37990  0.41
C 0.86560 -3.75751 -2.89073  -0.79
C 2.11895 -3.88629 -2.29801  -0.61
C 2.55293 -2.96126 -1.28689  -0.45
C 1.66047 -1.99546 -0.85942  -0.54
C 0.29119 -2.02130 -1.29867  0.74
C -0.09944 2.04557 1.66002  -0.08
H -3.01820 4.78947 2.09811  0.29
H 0.18395 5.88458 2.46513  0.31
H 1.09617 4.25081 3.78399  0.49
H 2.74830 2.34950 4.12644  0.30
H 2.57166 0.39400 2.70767  0.39
H -3.90926 -0.32791 -1.18968  0.33
H -3.31062 -1.98368 -2.68354  0.17
H -2.59589 -3.17090 -4.45574  0.29
H 0.66786 -4.36528 -3.75314  0.41
H 2.88410 -4.42088 -2.84772  0.31
H 3.56023 -2.95477 -0.92828  0.43
H 1.84308 -1.45926 0.06709  0.55
H -1.01129 1.86238 1.05731  0.43

Atoms 1-3, force components in eV/Å:
3.248 -0.256 0.566
-3.314 1.701 -1.346
1.348 -0.994 0.597

Output
SMILES string = OB(O)c1cccc(/N=N/c2c(O)cc(O)c3ccccc23)c1
Charge = 0
DFT total energy = -28649.5157 eV

Molecular formula: C16H13CrN6O4SSe
Method: DFT, ωB97M-V/def2-TZVPD

Last column: Mulliken spin population.
Positions of all 42 atoms, in Å:
Cr -1.22975 0.23534 -0.86939  3.12
C 1.10972 -3.31578 -1.21279  0.00
C 0.54574 -1.94126 -1.11654  0.03
N -0.70434 -1.66271 -1.20738  -0.09
N -1.58869 -2.66077 -1.46138  0.00
C -2.85042 -2.25857 -1.38409  0.01
N -3.75720 -3.20801 -1.72726  0.00
S -3.44509 -0.71052 -0.91276  -0.04
C 1.41847 -0.76621 -0.91112  0.04
C 2.78985 -0.85130 -0.77094  -0.01
C 3.52847 0.31747 -0.64967  0.00
C 2.88338 1.53576 -0.69034  0.01
C 1.50308 1.54367 -0.81761  0.02
N 0.79914 0.42262 -0.90562  -0.04
H 0.31506 -4.01415 -1.44757  0.00
H 1.56287 -3.59592 -0.25780  0.01
H 1.88128 -3.36714 -1.98530  0.00
H -3.42875 -4.15471 -1.80849  0.00
H -4.71264 -3.04942 -1.46269  0.00
H 3.26489 -1.82250 -0.76051  0.00
H 4.60364 0.27305 -0.53186  0.00
H 3.42535 2.46705 -0.61348  0.00
H 0.93441 2.46276 -0.85123  -0.01
O -2.39560 3.87238 -1.94778  0.01
C -1.97404 2.74695 -1.86094  0.00
O -1.73602 2.11240 -0.73669  -0.02
C -1.57694 1.88964 -3.10662  0.00
O -1.56015 2.34107 -4.22643  0.01
O -1.27578 0.66505 -2.77458  -0.03
Se -1.29987 -1.71130 1.92957  0.25
N -1.03674 -0.07506 1.13731  0.13
C -0.40949 0.70422 2.06959  0.07
C -0.10868 2.06956 1.92449  0.00
C 0.58359 2.73120 2.92735  0.10
C 0.97798 2.06589 4.09461  -0.04
C 0.65930 0.73590 4.28366  0.11
C -0.05088 0.02978 3.29080  0.01
N -0.41878 -1.26308 3.42163  0.34
H -0.47846 2.59889 1.05810  -0.01
H 0.80277 3.78685 2.81385  0.01
H 1.51602 2.60640 4.86495  0.00
H 0.93327 0.21452 5.19292  0.00

Atoms 1-3, force components in eV/Å:
-1.142 1.245 -0.446
0.103 0.011 -0.015
0.254 0.151 0.008

Output
Charge = -1
Multiplicity = 5
DFT total energy = -138541.6868 eV
Energy relative to the best compared isomer or geometry (same formula, charge and spin) = 0.000 eV
Expectation value of S² = 6.046

Molecular formula: C16H13F5N5O2RhS
Method: DFT, ωB97M-V/def2-TZVPD

Last column: Mulliken spin population.
Positions of all 43 atoms, in Å:
Rh -0.00760 -0.39297 -0.57519  1.47
N -0.93574 -0.09383 -5.01876  0.04
C -0.44312 -0.40979 -3.76701  0.11
S 0.16466 1.00147 -2.84336  0.21
N -0.42508 -1.61267 -3.35319  -0.07
N -0.02683 -1.79185 -2.06786  0.28
C 0.44854 -3.00331 -1.73378  0.29
C 0.99705 -3.16304 -0.45398  0.08
C 1.52728 -4.38685 0.02243  0.07
C 2.06087 -4.44982 1.27750  0.01
C 2.07403 -3.29920 2.08896  0.16
C 1.54076 -2.14036 1.57630  -0.05
N 1.02450 -2.04666 0.34816  0.14
H -0.58823 0.75787 -5.42799  0.00
H -0.98322 -0.87978 -5.65073  0.00
H 0.43413 -3.79995 -2.46592  0.02
H 1.49736 -5.25614 -0.62080  0.00
H 2.46901 -5.38091 1.64847  0.00
H 2.48504 -3.31280 3.08683  0.01
H 1.52260 -1.23136 2.16734  0.00
C -0.61492 3.48770 -1.47856  0.00
O -0.89333 2.29372 -0.76208  0.02
C -1.04189 1.09616 -1.47026  0.06
C -2.48128 0.81422 -1.79744  -0.02
H -0.67907 4.29446 -0.75234  0.00
H -1.34477 3.65901 -2.27447  0.00
H 0.39017 3.47644 -1.90646  0.00
H -2.90906 1.61479 -2.40789  0.00
H -3.02402 0.75498 -0.85331  0.01
H -2.59792 -0.13340 -2.32119  0.00
F 1.56530 1.34711 0.79944  0.01
C 0.86954 1.66103 1.91287  0.12
C -0.38003 1.06965 2.12091  -0.10
C -1.05020 1.42712 3.29874  0.14
F -2.25285 0.94029 3.59258  0.01
C -0.48898 2.32045 4.19717  -0.04
F -1.15572 2.64785 5.30262  0.00
C 0.75091 2.88695 3.95720  0.11
F 1.28404 3.74940 4.82317  0.01
C 1.43403 2.54900 2.79972  -0.04
F 2.62836 3.08621 2.54848  0.00
O -1.97891 -0.37260 1.29082  0.54
N -0.86542 0.22138 1.14284  0.41

Atoms 1-3, force components in eV/Å:
-0.047 0.085 -0.135
-0.024 0.000 -0.003
-0.009 0.202 -0.167

Output
Charge = 0
Multiplicity = 5
DFT total energy = -55772.9147 eV
Energy relative to the best compared isomer or geometry (same formula, charge and spin) = 0.775 eV
Expectation value of S² = 6.054

Molecular formula: C16H13LiN4O5S2
Method: DFT, ωB97M-V/def2-TZVPD

Last column: Mulliken charge in e.
Positions of all 41 atoms, in Å:
Li 1.26260 -0.34559 -0.01193  1.19
O 0.28819 0.18363 1.58986  -0.85
N -0.44717 -0.87386 1.84763  0.64
C -0.50293 -1.25084 3.15411  -0.28
C -1.19085 -2.35830 3.56263  -0.66
C -1.84151 -3.12947 2.60448  -0.34
C -1.77310 -2.72745 1.29381  -0.87
C -1.10231 -1.56772 0.89578  0.44
S 0.67656 -4.36420 -0.19289  -0.62
H 0.06866 -0.59968 3.79608  0.40
H -1.19062 -2.62200 4.61136  0.35
H -2.34972 -4.04428 2.87671  0.38
H -2.23738 -3.30433 0.50997  0.33
O 4.96475 -1.71637 0.27070  -0.73
C 3.74999 -1.66797 0.09760  0.47
O 3.01981 -0.64709 -0.04446  -0.88
C 2.99612 -3.05828 0.04832  0.61
O 3.57985 -4.11165 0.07441  -0.61
O 1.67206 -2.91022 -0.02364  -0.33
C 2.08018 4.44555 -2.41604  -0.98
N 1.12506 3.73215 -1.60839  0.19
C 1.08617 3.74598 -0.22265  -0.69
C 0.15628 2.84710 0.15133  -0.35
N -0.36977 2.29314 -0.99756  0.46
C 0.22957 2.82457 -2.09567  0.26
S -0.11532 2.54950 -3.71754  -0.52
C -1.16701 1.07698 -0.92963  0.29
C -2.53231 1.21656 -0.75599  -1.26
C -3.26550 0.00822 -0.97483  -0.28
C -2.63566 -1.18121 -1.00928  -0.88
C -1.16865 -1.22180 -0.62277  0.51
N -0.46143 -0.01643 -1.01831  -0.80
H 1.78789 5.49063 -2.54728  0.30
H 2.11089 3.96708 -3.39264  0.31
H 3.06142 4.39364 -1.94393  0.36
H 1.72869 4.38135 0.35929  0.45
H -0.15077 2.48902 1.11708  0.49
H -2.99373 2.19236 -0.77150  0.40
H -4.32773 0.06273 -1.19974  0.36
H -3.14575 -2.09583 -1.28213  0.47
H -0.67549 -2.08559 -1.08232  0.29

Atoms 1-3, force components in eV/Å:
0.118 -0.019 -0.168
0.055 -0.054 0.050
-0.089 0.009 0.040

Output
Charge = -2
DFT total energy = -54876.9761 eV
Energy relative to the best compared isomer or geometry (same formula, charge and spin) = 0.000 eV

Molecular formula: C16H13N2O6Sn
Method: DFT, ωB97M-V/def2-TZVPD

Last column: Mulliken charge in e.
Positions of all 38 atoms, in Å:
O 4.32428 0.81258 -5.42124  -0.05
C 3.74667 0.24639 -4.61075  0.16
Sn 2.13793 -0.03078 -2.58571  0.99
O 2.32729 3.15871 -4.21316  -0.07
C 1.89925 2.37585 -3.49249  0.18
C 2.70784 -2.56630 -1.60393  -0.01
O 2.16049 -3.29831 -0.86783  -0.19
C 3.99206 0.56487 -0.97013  0.22
O 4.66848 0.71795 -0.06077  -0.07
C 0.42373 -1.12452 -4.16402  0.21
O -0.42941 -1.64692 -4.71185  -0.07
H 3.76437 -2.68009 -2.03026  0.36
C -2.75428 1.10320 2.14639  -1.14
N -1.95762 1.08790 0.93757  0.00
N -0.82051 0.35446 0.77708  0.46
C -0.28507 0.64632 -0.44134  1.04
O 0.76157 0.02005 -0.86211  -0.60
C -1.09766 1.65423 -1.01045  -1.04
C -2.12393 1.89367 -0.12999  0.52
C -3.27874 2.82363 -0.22706  -1.46
C -0.43121 -0.68408 1.66837  0.35
C -1.37888 -1.60026 2.12529  0.08
C -0.97956 -2.63935 2.98107  -0.70
C 0.37324 -2.75196 3.34727  -0.40
C 1.32163 -1.84860 2.84513  -0.74
C 0.92072 -0.80636 2.00490  -0.33
H -2.87068 2.14104 2.50217  0.37
H -2.26477 0.53293 2.93411  0.58
H -3.74408 0.64954 1.96177  0.39
H -0.91680 2.10398 -1.97476  0.32
H -4.24632 2.29422 -0.18955  0.36
H -3.27232 3.58396 0.57220  0.39
H -3.22268 3.35144 -1.19369  0.37
H -2.42731 -1.50089 1.83435  0.60
H -1.72412 -3.34874 3.35556  0.45
H 0.68453 -3.55195 4.03246  0.46
H 2.37622 -1.95580 3.10994  0.46
H 1.63566 -0.08200 1.62547  0.55

Atoms 1-3, force components in eV/Å:
-1.809 -1.812 2.554
2.708 1.851 -3.644
-0.787 -1.259 0.938

Output
Charge = +3
DFT total energy = -37865.2665 eV
Energy relative to the best compared isomer or geometry (same formula, charge and spin) = 0.000 eV

Molecular formula: C16H13N3O7Ru
Method: DFT, ωB97M-V/def2-TZVPD

Last column: Mulliken spin population.
Positions of all 40 atoms, in Å:
Ru 0.34943 0.17792 -0.03032  0.91
O 0.31469 3.19337 2.63429  0.01
C 0.23466 2.18155 1.96493  -0.01
O 0.89601 1.89641 0.89565  0.01
C -0.71325 1.07872 2.40861  0.00
C -1.44081 1.13254 3.58219  0.00
C -2.21332 0.03952 3.93490  0.00
C -2.22623 -1.07860 3.11210  0.00
C -1.48204 -1.06371 1.94775  -0.01
N -0.76299 0.00775 1.61126  -0.02
H -1.36708 2.02764 4.18305  0.00
H -2.79279 0.04965 4.84902  0.00
H -2.80377 -1.95702 3.36223  0.00
H -1.44282 -1.89515 1.25624  0.00
N -3.21841 -0.69774 -0.77297  0.00
C -3.23998 0.43338 -1.68163  0.01
C -2.20328 1.55340 -1.50925  -0.01
O -2.47443 2.66077 -1.94666  0.00
O -1.07474 1.26371 -0.94788  0.04
H -2.33061 -1.18365 -0.84958  0.00
H -3.30917 -0.37104 0.18069  0.00
H -4.21682 0.91695 -1.65083  0.00
H -3.11896 0.06317 -2.70375  0.00
O 0.51922 -2.97963 -2.47078  0.01
C 0.58044 -1.92482 -1.87614  0.01
O -0.27770 -1.50706 -0.98270  0.02
C 1.73410 -0.96579 -2.07751  -0.01
C 1.51724 0.40809 -2.21360  0.00
C 2.60557 1.28687 -2.24245  0.00
C 3.89061 0.79695 -2.14871  0.00
C 4.10195 -0.57939 -2.05183  0.00
C 3.03726 -1.45520 -2.01989  0.00
H 0.51832 0.79528 -2.38953  -0.01
H 2.42149 2.34962 -2.32904  0.00
H 4.73401 1.47520 -2.14953  0.00
H 5.11260 -0.96198 -1.97879  0.00
H 3.18799 -2.52141 -1.91695  0.00
O 2.83981 -2.27246 2.45799  0.03
C 2.29937 -1.55180 1.67845  0.03
N 1.81446 -0.82198 0.88096  -0.02

Atoms 1-3, force components in eV/Å:
0.083 -0.032 -0.081
0.022 -0.022 0.014
-0.033 0.049 -0.044

Output
Charge = -1
Multiplicity = 2
DFT total energy = -38192.7209 eV
Energy relative to the best compared isomer or geometry (same formula, charge and spin) = 1.009 eV
Expectation value of S² = 0.754